(1)
DFT (ωB97M-V with the def2-TZVPD basis set) results for C32H37FN6O2PS as an isolated structure at a distorted geometry.

Calculated values
Net charge ... -1
E_LUMO ... 0.0847 Eh

Each line ends with the Löwdin charge.
Geometry (Å):
F (2.63200, 2.91266, 0.94576)  -0.0572
C (1.74786, 3.42527, 1.91996)  -0.4474
C (1.71870, 5.02018, 1.92512)  -0.2671
O (0.37036, 5.45877, 1.90971)  -0.3728
P (-0.39759, 4.15415, 2.79579)  0.1802
S (-2.29250, 4.18268, 1.72246)  0.3004
O (0.42632, 2.99705, 1.73841)  -0.3088
H (2.11876, 2.95226, 2.84970)  0.1259
H (2.21860, 5.29222, 0.96157)  0.1074
H (2.37391, 5.50078, 2.68156)  0.1032
H (0.71677, 4.28337, 3.73040)  -0.0054
H (-1.04386, 5.08237, 3.68674)  -0.0725
H (-0.81219, 2.97571, 3.54076)  -0.0334
H (-2.08892, 4.37125, 0.37980)  -0.2334
N (4.74654, -1.80216, -1.85826)  0.0420
C (5.07376, -1.40660, -0.62051)  -0.1777
C (4.44178, -0.37260, 0.05198)  -0.0642
C (3.41202, 0.29731, -0.59023)  -0.0531
C (3.05599, -0.09260, -1.87156)  -0.0649
C (3.74884, -1.14036, -2.45604)  -0.1671
H (5.88568, -1.95891, -0.15777)  0.0979
H (4.74671, -0.09834, 1.05310)  0.1037
H (2.89423, 1.11096, -0.09815)  0.0891
H (2.25730, 0.40548, -2.40607)  0.0897
H (3.50243, -1.48162, -3.45604)  0.1007
N (5.18832, -6.41963, -0.72414)  0.0567
C (4.72619, -5.18568, -0.48870)  -0.1418
C (3.96135, -4.84619, 0.61622)  -0.0976
C (3.65370, -5.84125, 1.53085)  -0.0956
C (4.11974, -7.12721, 1.30733)  -0.0795
C (4.87908, -7.36105, 0.17230)  -0.1626
H (4.99051, -4.44077, -1.23233)  0.0891
H (3.61671, -3.82978, 0.75672)  0.0984
H (3.05726, -5.61693, 2.40728)  0.1101
H (3.89923, -7.93017, 1.99822)  0.0976
H (5.26837, -8.35030, -0.04322)  0.0979
N (-2.63388, 5.59442, 5.68164)  0.0731
C (-3.09225, 6.83279, 5.87432)  -0.1456
C (-3.90760, 7.19893, 6.93457)  -0.0871
C (-4.27306, 6.22284, 7.84787)  -0.1012
C (-3.81040, 4.92919, 7.66673)  -0.0856
C (-2.99678, 4.67076, 6.57380)  -0.1429
H (-2.78170, 7.55963, 5.13140)  0.1068
H (-4.24750, 8.22092, 7.04146)  0.0937
H (-4.91017, 6.46712, 8.68995)  0.0967
H (-4.07396, 4.13868, 8.35730)  0.0943
H (-2.60684, 3.67523, 6.39037)  0.1069
N (-1.66528, -4.47058, -0.56569)  0.0512
C (-1.43487, -3.27915, -1.12732)  -0.1479
C (-0.17203, -2.73552, -1.29744)  -0.0517
C (0.91931, -3.46594, -0.85660)  -0.0642
C (0.70630, -4.70386, -0.26815)  -0.0662
C (-0.59693, -5.15809, -0.14955)  -0.1530
H (-2.31874, -2.74343, -1.45191)  0.0848
H (-0.04678, -1.76610, -1.76176)  0.1035
H (1.92462, -3.07508, -0.97029)  0.0892
H (1.53144, -5.30122, 0.08722)  0.0708
H (-0.81294, -6.12135, 0.30013)  0.0993
N (0.14322, 1.00805, -4.58696)  0.0542
C (0.25587, 0.61774, -5.86064)  -0.1605
C (0.69246, 1.44111, -6.88556)  -0.0837
C (1.02955, 2.74943, -6.57750)  -0.0886
C (0.91932, 3.17937, -5.26527)  -0.0722
C (0.47597, 2.27525, -4.31306)  -0.1500
H (-0.02246, -0.41244, -6.05416)  0.1004
H (0.76592, 1.06793, -7.89843)  0.0969
H (1.37395, 3.42556, -7.35073)  0.1017
H (1.17213, 4.19305, -4.98552)  0.1026
H (0.37731, 2.56509, -3.27249)  0.1096
N (-5.12411, -3.93324, -3.43183)  0.0557
C (-4.79599, -3.54238, -2.19499)  -0.1591
C (-5.42040, -2.50267, -1.52362)  -0.0687
C (-6.44110, -1.82364, -2.16875)  -0.0826
C (-6.79756, -2.20952, -3.45141)  -0.0843
C (-6.11304, -3.26448, -4.03277)  -0.1660
H (-3.99050, -4.10146, -1.73112)  0.0770
H (-5.11402, -2.23178, -0.52201)  0.1066
H (-6.95240, -1.00419, -1.67848)  0.1049
H (-7.58901, -1.70340, -3.98815)  0.0963
H (-6.35900, -3.60388, -5.03329)  0.0969

(2)
DFT (ωB97M-V with the def2-TZVPD basis set) results for a 2-piece molecular cluster, C7H14Si overall at a distorted geometry.

Calculated values
Net charge ... 0
ΔE to the lowest compared entry with this formula, charge and spin ... 485.5 kJ/mol
E_LUMO (alpha / beta) ... -0.0092 / 0.0081 Eh

Each line ends with the Löwdin charge.
Geometry (Å):
C (-1.83680, 0.24528, 0.24886)  -0.3358
C (-0.60212, 0.30647, 0.14938)  -0.0385
C (-3.22345, 0.77623, 0.07345)  -0.1076
C (-3.04533, -0.70052, 0.03448)  -0.0970
C (1.43307, -1.88603, -0.47770)  -0.2097
C (1.95523, 0.17848, 1.63863)  -0.2024
C (1.74192, 0.99931, -1.49639)  -0.2209
Si (1.23478, -0.08197, -0.10715)  0.3846
H (-0.15361, 2.65568, 1.01732)  0.0957
H (-3.64597, 1.08910, 0.94902)  0.0659
H (-3.27255, 1.47332, -0.86490)  0.1556
H (-3.14661, -1.44056, -0.87618)  0.1429
H (-3.25876, -1.18449, 0.91929)  0.0620
H (0.66324, -2.35314, 0.16883)  0.0328
H (0.92304, -1.95012, -1.47091)  0.0334
H (2.41674, -2.41325, -0.52729)  0.0476
H (1.37505, 0.98345, 2.17048)  0.0120
H (1.89390, -0.85497, 2.23287)  0.0801
H (2.93806, 0.44157, 1.63640)  -0.0380
H (2.43688, 0.50500, -2.23670)  0.0410
H (0.83807, 1.32285, -2.09336)  0.0452
H (2.33523, 1.88831, -1.08844)  0.0509

Number 1: calculated total energy -2559.9560 hartree. Number 2: calculated total energy -564.3635 hartree.